16 unconnected molecules or ions with the total composition C90H205N7O16 in a non-equilibrium geometry. Source: the Open Molecules 2025 dataset; level of theory: ωB97M-V with the def2-TZVPD basis set.

Calculated total energy in a.u.: -5138.8405
Spin multiplicity: 1
E_HOMO in eV: -8.40
Gap between HOMO and LUMO in eV: 8.89

```
318
Properties=species:S:1:pos:R:3:lowdin_charge:R:1
C 6.561 1.137 -3.230 -0.053
C 7.608 0.093 -3.047 -0.531
C 8.283 -0.459 -4.343 -0.041
O 8.478 0.495 -2.023 -0.018
H 5.717 0.806 -3.907 0.089
H 7.041 1.983 -3.702 0.082
H 6.076 1.424 -2.326 0.055
H 7.085 -0.855 -2.663 0.098
H 8.841 0.324 -4.894 0.077
H 7.450 -0.882 -4.983 0.089
H 8.976 -1.250 -3.946 0.086
H 8.928 1.257 -2.325 0.069
C 5.012 3.912 0.754 -0.035
C 3.858 4.507 1.473 -0.471
C 3.017 5.398 0.532 -0.029
O 3.012 3.542 2.125 -0.064
H 4.613 3.525 -0.200 0.072
H 5.314 3.079 1.328 0.066
H 5.809 4.643 0.713 0.097
H 4.231 5.201 2.227 0.124
H 2.761 4.750 -0.307 0.058
H 3.552 6.266 0.202 0.076
H 2.077 5.686 1.063 0.086
H 3.185 2.693 1.758 0.039
C -1.928 -2.181 -2.205 -0.060
C -3.186 -2.984 -2.203 -0.483
C -4.263 -2.390 -3.078 -0.060
O -2.926 -4.290 -2.784 -0.078
H -1.276 -2.459 -1.390 0.064
H -2.260 -1.160 -1.975 0.074
H -1.462 -2.253 -3.211 0.095
H -3.586 -3.071 -1.167 0.134
H -3.843 -2.195 -4.081 0.069
H -4.571 -1.301 -2.785 0.101
H -5.170 -2.964 -3.170 0.071
H -2.117 -4.604 -2.367 0.027
C 0.586 -4.095 4.138 -0.067
C -0.145 -4.804 3.071 -0.456
C -1.051 -3.795 2.350 -0.038
O 0.697 -5.508 2.133 -0.046
H 1.124 -3.269 3.786 0.043
H 1.283 -4.817 4.634 0.102
H -0.122 -3.776 4.947 0.109
H -0.746 -5.606 3.579 0.153
H -0.531 -2.953 1.953 0.041
H -1.780 -3.398 3.102 0.090
H -1.603 -4.221 1.491 0.072
H 1.473 -4.998 2.150 0.019
C 5.419 -1.516 3.797 -0.078
C 4.923 -0.377 4.591 -0.469
C 5.175 0.896 3.807 -0.043
O 3.519 -0.590 4.898 -0.043
H 6.375 -1.314 3.373 0.075
H 4.808 -1.824 2.986 0.058
H 5.550 -2.429 4.390 0.087
H 5.574 -0.403 5.482 0.140
H 6.180 0.927 3.388 0.091
H 4.976 1.745 4.433 0.068
H 4.486 0.902 3.025 0.043
H 3.159 0.301 5.072 0.065
C -2.866 -0.271 -6.510 -0.043
C -2.084 0.467 -7.629 -0.471
C -2.957 1.600 -8.095 -0.067
O -0.817 0.992 -7.262 -0.060
H -2.380 -1.227 -6.269 0.067
H -3.918 -0.540 -6.809 0.100
H -2.991 0.242 -5.576 0.047
H -1.948 -0.185 -8.507 0.129
H -3.203 2.317 -7.276 0.089
H -3.873 1.288 -8.579 0.078
H -2.402 2.165 -8.833 0.077
H -0.254 0.239 -7.273 0.018
C 2.838 3.216 7.007 -0.059
C 2.234 3.706 5.699 -0.445
C 3.170 4.843 5.173 -0.037
O 2.232 2.543 4.849 -0.105
H 2.218 2.427 7.495 0.080
H 2.864 4.054 7.756 0.099
H 3.829 2.857 6.830 0.067
H 1.201 4.076 5.808 0.113
H 2.745 5.194 4.225 0.066
H 4.184 4.446 4.961 0.090
H 3.339 5.591 5.889 0.056
H 2.164 2.820 3.904 0.056
C 6.226 -2.830 -1.439 -0.070
C 7.059 -3.505 -2.493 -0.440
C 7.224 -4.955 -2.220 -0.075
O 6.363 -3.409 -3.855 -0.084
H 6.655 -3.114 -0.465 0.097
H 5.174 -3.203 -1.524 0.095
H 6.214 -1.788 -1.572 0.032
H 8.077 -3.053 -2.591 0.137
H 7.655 -5.437 -3.081 0.076
H 6.168 -5.361 -2.047 0.107
H 7.837 -5.213 -1.379 0.076
H 5.862 -2.585 -3.936 0.057
C 4.406 -6.495 2.796 -0.042
C 4.566 -5.064 2.290 -0.502
C 4.766 -4.971 0.781 -0.049
O 3.406 -4.343 2.508 -0.071
H 3.432 -6.874 2.398 0.094
H 4.326 -6.591 3.891 0.082
H 5.208 -7.169 2.511 0.077
H 5.453 -4.596 2.784 0.141
H 5.743 -5.309 0.466 0.068
H 4.619 -3.961 0.357 0.049
H 4.074 -5.582 0.206 0.076
H 3.275 -4.356 3.473 0.099
C -5.361 5.308 3.698 -0.056
C -4.542 6.543 3.371 -0.488
C -4.177 7.222 4.706 -0.138
C -3.128 6.403 5.456 -0.150
C -1.812 6.368 4.522 -0.070
C -2.185 5.514 3.238 -0.494
N -3.308 6.195 2.538 -0.090
O -3.619 5.447 1.377 -0.031
C -1.011 5.478 2.323 -0.070
C -2.417 3.999 3.583 -0.011
C -5.390 7.400 2.397 -0.040
H -6.455 5.514 3.620 0.097
H -5.144 4.786 4.633 0.069
H -5.209 4.540 2.909 0.074
H -3.818 8.251 4.544 0.121
H -5.116 7.279 5.272 0.124
H -3.506 5.423 5.660 0.055
H -2.878 6.836 6.439 0.110
H -0.952 5.828 4.933 0.091
H -1.533 7.353 4.138 0.115
H -0.833 6.394 1.709 0.110
H -0.089 5.287 2.816 0.066
H -1.155 4.640 1.639 0.058
H -2.251 3.372 2.732 0.061
H -1.659 3.764 4.359 0.071
H -3.419 3.774 3.961 0.055
H -4.785 8.264 2.121 0.078
H -6.328 7.798 2.906 0.104
H -5.645 6.806 1.528 0.071
H -3.136 5.959 0.736 0.089
C 3.069 1.610 -1.412 -0.008
C 2.134 0.593 -0.699 -0.474
C 2.958 -0.644 -0.339 -0.109
C 2.246 -1.736 0.478 -0.183
C 1.790 -1.134 1.693 -0.148
C 0.976 0.218 1.559 -0.401
N 1.642 1.141 0.595 -0.066
O 0.787 2.256 0.374 -0.039
C -0.598 -0.013 1.293 0.005
C 1.091 0.821 2.948 -0.057
C 0.967 0.238 -1.567 -0.014
H 2.699 2.635 -1.468 0.062
H 3.339 1.358 -2.404 0.057
H 4.028 1.683 -0.929 0.050
H 3.411 -1.054 -1.226 0.113
H 3.739 -0.253 0.292 0.113
H 2.879 -2.678 0.538 0.115
H 1.401 -2.171 -0.087 0.109
H 2.683 -0.916 2.253 0.099
H 1.193 -1.777 2.336 0.097
H -0.743 -0.606 0.405 0.043
H -0.938 -0.582 2.139 0.043
H -1.120 0.992 1.262 0.099
H 0.897 0.110 3.730 0.071
H 2.166 1.045 3.002 0.063
H 0.457 1.699 3.119 0.097
H 0.293 1.112 -1.780 0.101
H 0.361 -0.424 -1.040 0.020
H 1.321 -0.219 -2.492 0.086
H 1.147 2.996 0.886 0.076
C 1.643 -6.736 -1.644 0.007
C 0.487 -5.942 -2.416 -0.459
C 0.189 -6.713 -3.742 -0.165
C -0.435 -8.023 -3.581 -0.190
C -1.766 -7.948 -2.707 -0.105
C -1.530 -7.228 -1.366 -0.483
N -0.777 -5.964 -1.643 -0.097
O -0.585 -5.248 -0.416 -0.062
C -2.892 -6.809 -0.802 -0.035
C -0.895 -8.273 -0.377 -0.024
C 0.824 -4.477 -2.711 -0.019
H 1.451 -7.798 -1.708 0.047
H 1.623 -6.462 -0.581 0.066
H 2.600 -6.478 -2.137 0.088
H -0.571 -6.053 -4.222 0.134
H 1.057 -6.764 -4.394 0.122
H 0.238 -8.816 -3.118 0.121
H -0.713 -8.366 -4.552 0.097
H -2.178 -8.961 -2.589 0.121
H -2.487 -7.383 -3.310 0.118
H -3.313 -6.090 -1.478 0.056
H -3.608 -7.661 -0.777 0.099
H -2.789 -6.398 0.212 0.085
H -0.384 -7.858 0.520 0.080
H -1.684 -8.928 0.005 0.083
H -0.078 -8.879 -0.803 0.067
H 0.024 -3.962 -3.271 0.075
H 1.689 -4.555 -3.380 0.084
H 0.992 -3.929 -1.826 0.051
H -0.071 -5.796 0.222 0.056
C -6.066 1.568 1.997 -0.026
C -6.250 0.409 0.964 -0.490
C -4.873 -0.174 0.503 -0.127
C -4.238 -1.134 1.460 -0.197
C -5.195 -2.206 1.931 -0.128
C -6.547 -1.682 2.385 -0.516
N -7.048 -0.789 1.369 -0.095
O -8.301 -0.285 1.832 -0.066
C -7.558 -2.853 2.403 -0.016
C -6.479 -0.992 3.775 -0.010
C -6.958 0.976 -0.225 -0.054
H -5.791 2.519 1.482 0.083
H -5.213 1.372 2.662 0.059
H -6.970 1.915 2.520 0.089
H -5.246 -0.724 -0.375 0.108
H -4.221 0.654 0.138 0.126
H -3.770 -0.550 2.256 0.096
H -3.392 -1.614 0.965 0.096
H -4.751 -2.886 2.668 0.127
H -5.299 -2.781 1.017 0.114
H -7.559 -3.154 1.370 0.083
H -7.094 -3.676 2.914 0.076
H -8.490 -2.579 2.849 0.075
H -7.437 -0.543 3.973 0.076
H -6.331 -1.736 4.513 0.069
H -5.755 -0.194 3.930 0.052
H -6.391 1.709 -0.763 0.078
H -7.816 1.467 0.194 0.074
H -7.347 0.238 -0.921 0.092
H -9.015 -0.658 1.219 0.148
C 3.272 -1.583 -9.115 -0.009
C 1.798 -1.570 -8.617 -0.481
C 1.316 -2.963 -8.095 -0.095
C 1.859 -3.166 -6.640 -0.184
C 1.626 -1.954 -5.808 -0.157
C 2.142 -0.589 -6.253 -0.485
N 1.516 -0.487 -7.586 -0.093
O 2.051 0.711 -8.165 -0.043
C 1.598 0.601 -5.425 -0.026
C 3.678 -0.498 -6.219 -0.023
C 0.865 -1.289 -9.743 -0.057
H 3.680 -0.543 -9.100 0.096
H 3.909 -2.360 -8.719 0.076
H 3.051 -1.796 -10.139 0.064
H 0.217 -2.986 -8.191 0.124
H 1.794 -3.734 -8.679 0.112
H 1.394 -4.031 -6.170 0.094
H 2.923 -3.559 -6.566 0.130
H 1.960 -2.184 -4.768 0.126
H 0.522 -1.854 -5.755 0.125
H 1.629 1.589 -5.884 0.064
H 2.173 0.760 -4.500 0.067
H 0.545 0.522 -5.184 0.077
H 4.251 -1.298 -6.606 0.050
H 3.906 -0.357 -5.161 0.061
H 4.002 0.422 -6.841 0.120
H -0.062 -0.981 -9.404 0.043
H 1.222 -0.434 -10.326 0.097
H 0.776 -2.109 -10.452 0.101
H 1.331 1.319 -8.304 0.090
C -1.042 3.761 7.296 -0.050
C -1.782 2.496 7.598 -0.532
C -3.237 2.853 7.437 -0.124
C -4.103 1.567 7.358 -0.145
C -3.718 0.766 6.080 -0.115
C -2.229 0.375 6.128 -0.520
N -1.435 1.635 6.428 -0.048
O -0.034 1.346 6.594 -0.058
C -1.934 -0.681 7.132 -0.023
C -1.810 -0.043 4.741 -0.040
C -1.289 1.954 8.939 -0.012
H -1.270 4.667 7.863 0.104
H -1.298 3.954 6.223 0.064
H 0.014 3.519 7.325 0.054
H -3.583 3.440 8.315 0.135
H -3.346 3.491 6.538 0.097
H -5.161 1.783 7.231 0.100
H -4.104 1.033 8.308 0.105
H -3.934 1.312 5.131 0.113
H -4.260 -0.178 5.945 0.113
H -2.280 -1.615 6.708 0.088
H -0.844 -0.709 7.228 0.093
H -2.349 -0.479 8.109 0.070
H -0.734 -0.286 4.822 0.080
H -2.231 -0.949 4.435 0.058
H -2.012 0.723 3.988 0.086
H -1.245 2.680 9.794 0.105
H -0.231 1.719 8.797 0.082
H -1.799 1.121 9.311 0.042
H 0.294 1.695 5.763 0.068
C -3.120 1.996 -3.005 -0.037
C -2.382 3.338 -3.060 -0.515
C -1.967 3.504 -1.614 -0.126
C -0.818 4.596 -1.424 -0.147
C 0.280 4.425 -2.472 -0.149
C -0.166 4.300 -3.955 -0.502
N -1.169 3.155 -3.904 -0.024
O -1.620 3.056 -5.287 -0.062
C -0.829 5.611 -4.399 -0.038
C 1.003 3.988 -4.842 -0.034
C -3.374 4.458 -3.453 -0.017
H -3.608 1.892 -2.012 0.082
H -2.389 1.193 -3.062 0.074
H -3.775 1.841 -3.827 0.066
H -2.879 3.749 -1.061 0.116
H -1.533 2.578 -1.269 0.094
H -0.336 4.529 -0.378 0.093
H -1.286 5.630 -1.424 0.111
H 0.942 3.598 -2.164 0.085
H 1.045 5.252 -2.424 0.132
H -1.323 6.174 -3.655 0.046
H -0.111 6.313 -4.895 0.095
H -1.471 5.360 -5.271 0.093
H 1.541 3.180 -4.410 0.055
H 0.700 3.920 -5.936 0.118
H 1.587 4.917 -4.791 0.087
H -4.214 4.148 -2.944 0.048
H -3.592 4.361 -4.548 0.104
H -3.133 5.456 -3.124 0.067
H -1.371 2.169 -5.551 0.052
```